Record 1
144
Properties=species:S:1:pos:R:3 method="wB97M-V/def2-TZVPD" e_homo_ev=-9.555 total_charge=0 energy_ha=-2332.01688 spin_multiplicity=1 smiles=CC(C)O.CC(C)O.CC(C)O.CC(C)O.CC(C)O.CC(C)O.CC(C)O.CC(C)O.CC(C)O.CC(C)O.CC(C)O.CC(C)O de_lowest_ev=2.5508
C 4.04589 -1.04367 -4.61776
C 3.27204 -2.37383 -4.64656
C 2.05242 -2.35175 -3.70411
O 2.84881 -2.60016 -5.98363
H 3.43778 -0.24989 -5.05171
H 4.93426 -1.20525 -5.22531
H 4.30298 -0.77637 -3.59042
H 3.95031 -3.18320 -4.37484
H 2.39029 -2.34054 -2.66838
H 1.35433 -3.13982 -3.96051
H 1.65930 -1.32875 -3.72650
H 2.04849 -2.09854 -6.16873
C -2.08401 -1.87442 -4.00804
C -3.17735 -1.83806 -5.06080
C -4.53787 -2.17011 -4.45747
O -3.39656 -0.48637 -5.57186
H -1.98608 -0.90311 -3.51822
H -1.10043 -2.19895 -4.35088
H -2.31626 -2.53932 -3.17100
H -2.96208 -2.43764 -5.94626
H -4.66323 -3.23515 -4.25536
H -5.35066 -1.92177 -5.14077
H -4.65293 -1.53898 -3.57570
H -2.51891 -0.23884 -5.90722
C -3.50081 2.06177 -3.07874
C -4.03840 2.20799 -1.67043
C -4.42192 0.91962 -0.97739
O -3.11925 2.98063 -0.84002
H -3.08939 3.01254 -3.42589
H -4.31766 1.75583 -3.73663
H -2.74520 1.29286 -3.25075
H -4.91084 2.87482 -1.68228
H -3.57748 0.53455 -0.40090
H -4.80892 0.23895 -1.73885
H -5.23089 0.98397 -0.24559
H -2.60052 3.46764 -1.49057
C 4.16916 3.25467 -0.28945
C 3.28566 3.64070 -1.45958
C 3.16409 2.45314 -2.44788
O 1.95264 3.99918 -1.07822
H 5.21530 3.35121 -0.59184
H 3.89076 2.28189 0.10665
H 4.11521 4.05372 0.45871
H 3.70468 4.46661 -2.03313
H 4.10614 1.91678 -2.60885
H 2.86190 2.82422 -3.43043
H 2.44431 1.70599 -2.12310
H 1.55623 3.19848 -0.69604
C -0.15129 1.04147 -5.05786
C -0.05410 1.23836 -6.55178
C 1.30286 1.67260 -7.10665
O -0.55593 0.08670 -7.24598
H 0.37341 1.82007 -4.50212
H 0.18501 0.02904 -4.83089
H -1.17770 1.18605 -4.71639
H -0.71542 2.07747 -6.80496
H 2.15639 1.11906 -6.70789
H 1.52202 2.71099 -6.83379
H 1.31303 1.67131 -8.19585
H -0.96351 0.40504 -8.05536
C -1.51584 3.34802 2.41646
C -2.33824 4.60330 2.41575
C -1.74821 5.65351 3.33365
O -2.32363 5.20676 1.12629
H -0.47620 3.47178 2.08949
H -1.86816 2.53937 1.77376
H -1.37635 2.98696 3.44222
H -3.36301 4.34699 2.71661
H -0.83385 6.10372 2.93808
H -1.44638 5.24242 4.30156
H -2.39595 6.51387 3.51159
H -2.54934 4.55216 0.45528
C 2.26301 -3.30025 2.34187
C 3.24778 -2.33038 2.94275
C 4.13349 -1.64465 1.92058
O 2.52687 -1.32804 3.68328
H 2.73205 -3.92611 1.57548
H 1.47935 -2.83346 1.73853
H 1.85464 -3.95560 3.10345
H 3.92504 -2.81921 3.65716
H 4.77344 -2.38212 1.44175
H 4.74385 -0.89108 2.42309
H 3.52207 -1.06250 1.22559
H 2.15496 -1.79296 4.46872
C 0.22653 -1.42982 6.50620
C 0.35329 -2.86128 6.03023
C -0.56932 -3.20901 4.84589
O 1.72315 -3.10914 5.65305
H 0.98798 -1.28708 7.27986
H -0.72810 -1.11225 6.91569
H 0.52105 -0.71381 5.73183
H 0.13686 -3.57183 6.83604
H -0.25952 -2.57032 4.02083
H -1.61209 -3.05126 5.12966
H -0.51861 -4.27952 4.63629
H 1.77708 -4.06662 5.56612
C -0.41770 -0.19622 1.19462
C 0.64781 0.06571 0.11347
C 0.16589 -0.36346 -1.25555
O 0.88424 1.46967 0.07058
H -1.26092 0.49668 1.13029
H -0.03805 -0.13117 2.21930
H -0.91969 -1.17241 1.18030
H 1.52552 -0.50250 0.43810
H 0.02571 -1.44974 -1.23306
H 0.85040 -0.06139 -2.04137
H -0.87089 -0.07263 -1.44919
H 1.15162 1.72548 0.97092
C 1.85523 -4.38784 -0.97546
C 0.43108 -4.94324 -0.83803
C -0.62213 -4.19224 -1.62583
O 0.39252 -6.34674 -1.16930
H 2.52546 -4.82841 -0.24671
H 1.82672 -3.31192 -0.78870
H 2.10673 -4.52829 -2.02341
H 0.15327 -4.93400 0.22315
H -1.18809 -3.47079 -1.02625
H -1.40035 -4.82434 -2.05290
H -0.21241 -3.58479 -2.43558
H 0.14121 -6.83565 -0.38662
C 1.67839 2.88968 4.45729
C 3.02041 2.38469 3.94526
C 3.77915 1.70017 5.08437
O 2.78380 1.43909 2.89442
H 1.88536 3.61997 5.25420
H 1.10180 2.21873 5.10672
H 1.05096 3.26083 3.65484
H 3.59974 3.21489 3.54552
H 3.80287 2.47630 5.86249
H 4.78536 1.36651 4.84862
H 3.21023 0.91019 5.57795
H 2.69428 0.54011 3.24781
C -5.29121 1.33963 4.99511
C -4.60733 0.48628 3.94812
C -3.24238 -0.06545 4.32469
O -5.48127 -0.63026 3.64930
H -4.80373 2.31150 5.09518
H -5.36389 0.81924 5.94791
H -6.29516 1.60702 4.66136
H -4.51902 0.98062 2.97408
H -2.53896 0.73663 4.56713
H -2.71382 -0.64224 3.56298
H -3.39585 -0.69414 5.20708
H -4.94271 -1.39162 3.42280



Record 2
16
Properties=species:S:1:pos:R:3 method="wB97M-V/def2-TZVPD" e_homo_ev=-9.470 total_charge=0 energy_ha=-271.61969 spin_multiplicity=1 smiles=CC[C@H]1O[C@H]1C de_lowest_ev=3.6170
C 1.69712 0.40361 -0.89577
C 0.82062 0.86428 0.25719
C 0.22458 -0.28723 1.02995
O -0.83614 0.18872 1.83214
C -1.01453 -0.97743 0.63378
C -1.77111 -0.56676 -0.60854
H 2.48153 -0.27526 -0.54150
H 2.17961 1.25477 -1.38384
H 1.10419 -0.13184 -1.64654
H 1.40676 1.45017 0.97821
H 0.01943 1.52814 -0.08677
H 0.97913 -0.89158 1.53990
H -1.39400 -1.11181 1.73451
H -1.56885 0.46546 -0.93253
H -2.84682 -0.68593 -0.46990
H -1.48154 -1.22732 -1.44032



Record 3
12
Properties=species:S:1:pos:R:3 method="wB97M-V/def2-TZVPD" e_homo_ev=-14.984 total_charge=+1 energy_ha=-248.38751 spin_multiplicity=1 smiles="C=C=[N+]1CC1=C" de_lowest_ev=6.2091
C 2.17369 0.91022 0.17471
C 1.38160 -0.08812 0.00652
C -1.08659 -0.19794 0.27433
C -1.79060 0.90892 0.23847
C -0.69159 -1.47699 -0.46795
N 0.20288 -0.45001 0.00036
H 2.69403 0.95160 1.23440
H 2.87055 0.77865 -0.72361
H -1.18694 1.77919 0.29017
H -2.84801 0.91581 0.42296
H -0.68519 -2.43331 -0.00366
H -1.03384 -1.59802 -1.44670



Record 4
63
Properties=species:S:1:pos:R:3 method="wB97M-V/def2-TZVPD" e_homo_ev="-3.467 / -3.779" total_charge=-1 energy_ha=-7140.87706 spin_multiplicity=5 de_lowest_ev=0.3947
Cr 0.31511 0.09017 -0.26270
S -0.11437 6.82351 -3.58544
C -0.01797 5.32502 -2.86446
S 0.26554 3.86216 -3.70560
C 0.24986 2.74545 -2.35975
C 0.04128 3.32164 -1.16115
S 0.01453 2.45081 0.35684
S -0.18116 5.05231 -1.18206
S 0.47659 1.04047 -2.64579
Br 3.32999 -0.47241 -1.08686
C 2.13373 -1.83832 -1.56328
C 2.61896 -2.99420 -2.16110
C 1.70673 -3.97444 -2.49566
C 0.36567 -3.77483 -2.23209
C -0.01969 -2.59646 -1.61859
N 0.85270 -1.64373 -1.28775
H 3.67745 -3.09730 -2.35204
H 2.04777 -4.89637 -2.95551
H -0.38049 -4.51939 -2.47467
H -1.04526 -2.37959 -1.34215
S 1.70646 -0.12388 1.97807
C 0.64412 0.24217 3.22375
N 0.15627 1.49279 3.36017
C -0.67294 1.90622 4.33378
C -1.10598 1.03873 5.28654
C -0.68123 -0.30373 5.18430
C 0.14626 -0.70279 4.18788
H 0.42985 2.15220 2.61728
H -0.96331 2.94666 4.29308
H -1.76745 1.37597 6.07123
H -1.04608 -1.03535 5.89779
H 0.43598 -1.73732 4.06119
C -3.32143 -3.45957 4.44025
C -2.21276 -3.21434 3.44057
C -1.10883 -4.06014 3.39870
C -0.11481 -3.80994 2.45011
C 1.10407 -4.70011 2.35576
C -0.23973 -2.75121 1.56760
C -1.35009 -1.86286 1.54318
C -2.31632 -2.14945 2.55132
N -1.41536 -0.84212 0.61563
C -2.77468 -0.25597 0.34276
C -3.18741 0.85348 1.33129
C -2.71291 0.42360 -1.02838
C -3.88370 -1.34532 0.24439
H -2.95635 -3.99590 5.32043
H -4.12237 -4.05973 3.99998
H -3.76888 -2.51986 4.77333
H -1.01844 -4.89302 4.09208
H 1.30718 -5.20318 3.30382
H 1.98865 -4.12113 2.07931
H 0.97055 -5.47586 1.59688
H 0.58769 -2.58129 0.89588
H -3.16786 -1.50055 2.67422
H -2.39732 1.60515 1.37318
H -3.37234 0.48620 2.34121
H -4.10352 1.34844 0.98607
H -2.04939 1.29073 -1.02811
H -3.71463 0.76687 -1.30949
H -2.35560 -0.26463 -1.79951
H -4.51609 -1.41150 1.13281
H -3.44957 -2.33540 0.08316
H -4.54092 -1.12452 -0.60015



Record 5
19
Properties=species:S:1:pos:R:3 method="wB97M-V/def2-TZVPD" e_homo_ev="-11.905 / -11.770" total_charge=+1 energy_ha=-575.11620 spin_multiplicity=2 de_lowest_ev=2.6854
O 2.36078 1.57488 -0.91207
C 2.86897 0.82813 0.03074
C 2.29639 -0.50940 0.03650
O 1.04322 -0.49050 -0.44050
C 0.06211 -1.51873 -0.25455
C -1.15412 -0.85667 0.35103
O -1.35857 0.38177 -0.32840
C -2.65710 0.94064 -0.13025
Hg 0.31777 1.50203 -0.70316
H 3.96861 0.84729 0.10052
H 2.55325 -1.29832 0.74488
H 0.44122 -2.31566 0.39457
H -0.15157 -1.89919 -1.26027
H -1.01700 -0.66279 1.42533
H -2.02747 -1.51012 0.21877
H -2.65191 1.94423 -0.56707
H -3.40438 0.31854 -0.64031
H -2.88471 0.99313 0.94364
H 1.39453 1.73074 0.99057



Record 6
10
Properties=species:S:1:pos:R:3 method="wB97M-V/def2-TZVPD" e_homo_ev=-8.538 total_charge=0 energy_ha=-913.24334 spin_multiplicity=1 smiles=CO.SS de_lowest_ev=1.6090
S -1.20350 -4.09742 -3.30175
S -1.82476 -3.45100 -1.43128
H -2.23986 -3.74020 -3.93662
H -0.90692 -3.97845 -0.50425
C 1.10202 2.38729 1.83573
O 1.06709 2.82291 0.47980
H 0.85413 3.16544 2.47482
H 2.15296 2.35193 2.01833
H 0.75508 1.33627 1.94225
H 0.24376 3.20324 0.42298